Density functional theory data (wB97M-V/def2-TZVPD) for a structure of composition C8H8Br6O2 at a distorted geometry.

Atoms and positions in Å:
C1 0.5251 3.6843 -1.7237
Br1 -0.7750 3.5037 -0.2096
Br2 0.3786 5.4308 -2.5531
Br3 0.2723 2.1895 -2.9605
H1 1.5168 3.5339 -1.2971
C2 4.0278 0.5727 -1.5143
Br4 3.8826 -0.1333 -3.3940
Br5 5.8180 1.2723 -1.1361
Br6 3.2063 -0.6351 -0.2487
H2 3.5445 1.5457 -1.4259
C3 -0.5120 -2.0040 1.5835
C4 -0.5680 -1.3363 0.3991
C5 -1.7540 -0.8266 -0.0202
C6 -2.8894 -0.9860 0.7364
C7 -2.9400 -1.8793 1.8118
C8 -1.6821 -2.2578 2.3564
O1 -1.6943 -3.0104 3.4752
O2 -1.8319 0.1421 -0.9873
H3 0.5206 -2.2534 1.7779
H4 0.3524 -1.2577 -0.1605
H5 -3.7617 -0.4191 0.4464
H6 -3.8898 -2.1918 2.2200
H7 -0.8302 -3.1069 3.8822
H8 -0.9165 0.4226 -1.0580

Computed properties:
Kohn-Sham gap (spin up / spin down), eV: 3.008 / 7.626
Multiplicity: 2
<S²>: 0.75
DFT total energy, Eh: -15904.17329
Net charge: -1
LUMO (spin up / spin down), eV: 1.84 / 1.86
HOMO level (spin up / spin down), eV: -1.1673 / -5.7643


Density functional theory data (wB97M-V/def2-TZVPD) for a structure of composition C2H23HgO10 at a distorted geometry.

Atoms and positions in Å:
Hg1 4.7280 -1.6853 3.8675
C1 -1.1804 0.3607 -0.1913
C2 -0.4301 -0.1537 1.0625
O1 0.9827 -0.1597 1.0876
H1 -0.9883 -0.3203 -1.0205
H2 -0.9023 1.4054 -0.3303
H3 -2.2542 0.3156 -0.0096
H4 -0.7340 -1.1987 1.1244
H5 -0.7256 0.3471 1.9845
O2 -1.2078 2.7860 -4.9207
H6 -1.8297 3.4911 -4.7409
H7 -0.7250 2.6771 -4.1014
O3 -0.7552 1.4475 7.3491
H8 -1.3090 0.8480 6.8490
H9 -0.9611 1.2572 8.2644
O4 -1.0316 6.6445 0.6578
H10 -1.3265 6.3900 -0.2166
H11 -0.1871 6.2064 0.7632
O5 -4.1463 -0.4404 -5.3607
H12 -4.9455 -0.2628 -4.8646
H13 -3.4849 0.1239 -4.9604
O6 2.8544 4.4413 1.5620
H14 2.7683 3.4880 1.5561
H15 3.6562 4.6128 1.0681
O7 -0.6512 -5.6698 -0.6404
H16 -0.7495 -5.6917 -1.5923
H17 -0.7456 -4.7454 -0.4106
O8 3.2006 -1.6737 -2.8417
H18 2.8464 -1.4056 -1.9938
H19 4.0238 -2.1136 -2.6295
O9 1.4478 -3.1144 5.8105
H20 0.5609 -3.3820 5.5697
H21 1.4692 -3.1856 6.7648
O10 0.6226 -4.1307 -4.9201
H22 0.5474 -3.2527 -4.5462
H23 1.5627 -4.2567 -5.0494

Computed properties:
Kohn-Sham gap, eV: 2.771
DFT total energy, Eh: -995.26262
Net charge: +1
LUMO, eV: -10.38
HOMO level, eV: -13.1478
ΔE to the lowest compared entry with this formula, charge and spin, eV: 5.280


Density functional theory data (wB97M-V/def2-TZVPD) for a cluster of 2 separate species, C2H3BrN2S in total at a distorted geometry.

Atoms and positions in Å:
C1 0.4573 -0.8097 2.1932
C2 -0.5602 0.2127 -0.9889
N1 0.5958 0.3120 2.5274
N2 0.0868 1.0065 -0.3105
S1 0.6574 1.7184 3.1263
Br1 -1.5070 -1.3292 -0.1718
H1 0.4966 -1.7084 1.5760
H2 -0.5711 0.0953 -2.0234
H3 0.1875 0.8502 0.6915

Computed properties:
Kohn-Sham gap, eV: 9.127
DFT total energy, Eh: -3159.61431
SMILES: C#[N+][S-].[H]/N=C\Br
LUMO, eV: 0.21
HOMO level, eV: -8.9146
ΔE to the lowest compared entry with this formula, charge and spin, eV: 2.504


Density functional theory data (wB97M-V/def2-TZVPD) for a cluster of 2 separate species, C3H4N4O2 in total at a distorted geometry.

Atoms and positions in Å:
C1 -1.3850 0.5253 -0.8554
C2 -0.2968 -0.0837 -1.1127
C3 -0.0367 -0.7977 1.6635
N1 -1.5682 1.8546 -0.7338
N2 -0.5602 2.5679 -0.8785
N3 0.7762 -1.6066 1.3755
N4 2.0218 -1.6458 0.6873
O1 0.8032 -0.3673 -1.3850
O2 -0.9074 -0.2080 2.1457
H1 -2.1681 -0.0419 -0.5855
H2 -0.8715 3.6009 -0.7981
H3 1.9348 -1.0863 -0.0786
H4 2.2579 -2.7116 0.5558

Computed properties:
Kohn-Sham gap, eV: 9.073
DFT total energy, Eh: -486.05630
SMILES: [H]/N=N/C=C=O.NN=C=O
LUMO, eV: -0.12
HOMO level, eV: -9.1970
ΔE to the lowest compared entry with this formula, charge and spin, eV: 4.650